Molecular formula: C28H28N4OS5SbSiTc
Method: DFT, ωB97M-V/def2-TZVPD

CARTESIAN COORDINATES (ANGSTROEM)
N -1.185896 0.920241 3.073658
C -0.181866 3.183106 3.538307
H 2.629252 -5.045467 -3.728331
C 2.217275 0.151596 0.509039
Sb -1.697218 -2.517795 -6.428217
C 2.398775 -3.212710 2.333356
C -3.694428 3.527354 -2.892165
C 1.022416 -3.831753 -1.009940
C -2.344432 2.911162 -0.870329
S 0.433508 -1.977304 -6.159651
N -1.958720 1.834096 -0.238357
C 1.370051 -4.711040 -2.020973
H -1.141254 0.020170 3.521706
H 0.822489 2.787012 3.386117
S -2.595743 -1.802122 -4.135202
C 1.687669 1.353975 0.035929
H -0.829301 1.692694 4.944420
H -5.080935 3.817896 -4.501702
C 2.448244 2.512472 0.017789
S -0.332854 0.321983 -2.831672
C 1.282528 -2.394357 2.126252
H -1.499512 4.294261 0.489993
C -2.223023 4.286187 -0.318068
C -1.441784 0.939739 1.773880
C 1.636213 -2.578695 -0.914283
H 4.356062 3.392398 0.457112
H -0.270451 -2.945572 5.101459
N -3.296555 1.249412 -2.241385
C -3.091629 2.591052 -2.062321
N -1.540903 1.986848 1.042724
C 2.343555 -4.354700 -2.945844
C 3.546814 0.144080 0.944081
H -0.567599 -1.724675 2.997988
H 3.104822 -1.268469 -1.781457
C 0.327006 -2.317936 3.140794
H -5.658276 1.394540 -4.620159
C 0.483153 -3.015142 4.327952
H 3.430759 -4.535601 3.659962
S -0.948164 -1.615765 -2.924335
H 0.673256 1.389330 -0.334949
C -4.221549 0.859417 -3.136586
C -1.139771 2.084454 3.978503
C 4.312018 1.298626 0.917828
S -1.772101 -0.734522 1.018536
C -4.596444 3.104770 -3.849179
C -4.902575 1.748854 -3.934727
H 2.013582 3.432550 -0.352636
H -0.520349 3.648610 2.619819
Si 1.257013 -1.450895 0.518247
H 1.737810 -4.342678 5.451685
H -3.464626 4.576462 -2.773363
H 3.986312 -0.779068 1.306644
H -1.905253 4.988567 -1.088158
H 0.901439 -5.685351 -2.073245
O -0.425814 -0.962886 0.169060
H 3.142544 -3.308986 1.549008
H -3.187558 4.621198 0.070196
C 3.761255 2.489020 0.464709
H 0.278351 -4.128662 -0.277432
H 3.726432 -2.840426 -3.576844
H -4.413978 -0.200456 -3.199415
Tc -1.993101 0.093856 -1.241447
H -0.137090 3.944778 4.315084
C 1.606980 -3.805283 4.522388
H -2.152258 2.483889 4.079935
C 2.963259 -3.115504 -2.860543
C 2.559781 -3.909676 3.519479
C 2.611911 -2.232121 -1.852464
H 5.340474 1.268941 1.251768

Cartesian forces (eV/Å) of the 6 atoms listed first:
N -0.011 0.008 0.188
C 0.032 -0.184 0.046
H -0.010 -0.013 0.011
C -0.195 -0.221 -0.022
Sb 0.924 0.399 0.531
C -0.071 0.089 -0.137

As for the net charge: +2. The orbital gap (alpha / beta) comes out at 0.227 / 0.227 Ha. Its spin multiplicity is 1. The HOMO energy (alpha / beta) is -13.69 / -13.69 eV.

=====

Molecular formula: C40H41KN4O3S2Te
Method: DFT, ωB97M-V/def2-TZVPD

CARTESIAN COORDINATES (ANGSTROEM)
C 6.788933 -1.186894 -1.008026
C -2.024830 2.716929 1.248519
H -2.544046 3.495978 0.702774
C 3.760982 1.072645 -1.094512
C -4.613298 -3.547443 0.655857
C -0.754094 -1.580477 5.461834
N -2.517140 -2.420678 0.736673
H -2.837681 -1.977098 5.708436
H 0.635638 1.494363 -2.451440
H -0.240404 4.671086 -1.129586
O -8.045444 -1.488386 -2.415839
C 2.751364 0.146489 -1.050976
H 6.936127 -1.924086 -0.219123
H 3.091643 2.867269 -2.100097
C 2.442174 -4.174994 0.045086
O 0.142002 1.275394 1.262661
H 4.616177 -2.677767 -0.882199
C 2.644344 -3.876853 -2.486199
S 0.692713 -2.106674 6.279247
H -0.027499 -3.372947 -2.188982
H 1.720027 0.475431 -1.027054
H 2.708803 5.211010 2.780959
C -3.756834 -2.510095 0.253599
C 1.238966 3.985924 1.828127
N -3.284292 -0.611377 -1.136903
C 5.089673 0.646232 -1.111820
C -0.197876 -3.120216 7.369063
H -2.604774 1.801520 1.249174
H 1.267424 3.188601 2.556889
C 0.440665 -3.913657 -1.371570
H -5.146308 0.924056 -3.499377
H 7.463291 -0.350190 -0.828698
H -4.821156 -5.290535 1.876078
C 2.076661 6.063843 0.925100
H 0.176435 3.481143 -3.874031
Te -0.704076 -0.222588 3.891576
H 1.252101 6.637300 -0.961843
N -1.316065 0.961901 -2.241027
C 5.357074 -0.715033 -1.043129
H 2.153248 -3.403904 -3.334484
C -7.290207 -0.610619 -2.851901
H -1.798175 3.021736 2.264841
H 0.407934 -4.982935 -1.582159
H 5.907291 1.357538 -1.150163
C -1.530417 -3.043159 7.115890
H 3.512542 -4.042651 0.160092
C 2.959639 -1.262901 -1.034410
H 4.309192 3.134818 -0.847993
H 2.947076 7.774053 1.906240
H 2.621585 -4.958134 -2.620537
C 3.433482 2.543460 -1.112735
C -2.950833 2.385210 -3.237027
H -2.271943 -3.601322 7.672719
H 2.642723 2.767229 -0.398665
C -4.165623 -4.488836 1.557474
C -5.851560 -0.597602 -2.219970
H -2.218835 4.080945 -4.321711
C -3.617245 0.275471 -2.076763
C 0.405068 3.837784 0.727815
H 4.079009 6.809701 0.965269
H 1.953702 -3.758198 0.926022
H -6.280003 -2.146244 -0.862211
C -5.502289 -1.485035 -1.213889
C 4.335636 -1.639703 -0.994357
C 1.223857 5.908592 -0.163989
K -0.099709 -0.774263 0.223415
C 2.050879 5.096930 1.931337
C -0.632300 2.881557 -3.483955
C -1.962690 3.205939 -3.737655
C -4.191813 -1.501108 -0.728921
C -2.595992 1.231842 -2.518479
H 2.223653 -5.241636 -0.004776
C -2.096564 -3.330681 1.593189
H -2.473903 -5.112004 2.741879
C -4.881482 0.278146 -2.676337
C -0.378680 1.762284 -2.710215
H 2.932835 7.865993 0.138833
C 0.391788 4.811949 -0.263850
H 0.328123 -3.703803 8.102665
H -1.081350 -3.205236 1.947588
O -7.490946 0.255404 -3.712773
C -2.869146 -4.391971 2.040063
H -3.987726 2.629387 -3.400806
C 1.899686 -3.446341 -1.202752
N 1.869799 -2.016385 -1.052133
C 3.059663 7.197632 0.987793
C -1.834265 -2.172366 6.051703
H -5.613678 -3.622618 0.262810
S -0.460420 2.287520 0.387706
H 7.069168 -1.651728 -1.955788
H -0.123613 -3.714113 -0.464613
H 3.676432 -3.544750 -2.478554

Cartesian forces (eV/Å) of the 6 atoms listed first:
C -0.074 0.018 -0.061
C 0.478 -0.127 -0.470
H -0.077 0.169 -0.141
C -0.091 0.116 0.050
C 0.084 0.299 -0.175
C 0.331 -0.113 0.388

As for the net charge: -2. The orbital gap comes out at 0.186 Ha. Its spin multiplicity is 1. The HOMO energy is -1.58 eV. The value obtained for the relative energy (zero: lowest compared OMol25 entry of this formula, charge and spin) is 13.2 kcal per mole.

=====

Molecular formula: C4H5N3
Method: DFT, ωB97M-V/def2-TZVPD

CARTESIAN COORDINATES (ANGSTROEM)
C -2.622771 -0.938033 -0.069586
N 2.870128 0.247140 -0.213374
H 2.074841 -1.452157 0.319451
N -0.057807 1.168947 0.220828
N 0.458240 -0.043436 0.271926
C -2.154322 0.228005 -0.138681
H -1.509232 2.485324 -0.136982
C 1.890939 -0.463404 0.009987
H -0.181405 -0.711103 0.466174
H 3.826041 -0.006459 -0.440206
C -1.357259 1.262362 -0.093356
H -3.237392 -1.777190 -0.196178

Cartesian forces (eV/Å) of the 6 atoms listed first:
C 1.540 4.881 -0.511
N -0.214 2.974 -1.268
H -0.905 -1.885 -0.040
N -0.755 0.593 -1.872
N 4.804 1.150 -0.678
C -4.722 -8.075 0.013

Its SMILES is [H]/N=C/N/N=C\C#C. As for the net charge: 0. The orbital gap comes out at 0.312 Ha. Its spin multiplicity is 1. The HOMO energy is -8.44 eV. The value obtained for the relative energy (zero: lowest compared OMol25 entry of this formula, charge and spin) is 139.4 kcal per mole.

=====

Molecular formula: C9H9LiN3O2S2
Method: DFT, ωB97M-V/def2-TZVPD

CARTESIAN COORDINATES (ANGSTROEM)
H 16.535802 10.805896 2.742075
H 12.017761 3.256888 3.318951
S 13.314294 7.738481 2.671703
C 9.880839 9.702640 3.745103
C 13.179786 9.331842 3.283027
O 10.190494 4.037542 3.469370
C 6.657377 8.228278 2.928132
H 7.227633 10.276192 2.665013
C 15.764868 10.026882 3.004871
H 8.686170 5.457849 3.279866
H 6.160424 6.242533 3.293290
C 8.297322 6.503172 3.188198
O 12.072810 5.207003 3.986148
C 8.847973 8.825701 3.202367
H 16.099772 9.087869 2.525438
N 11.098445 9.254553 3.852442
H 9.592159 10.725623 3.979383
N 12.180215 9.883521 4.118230
H 15.858159 9.872428 4.107594
Li 11.067104 6.602675 3.147399
H 5.620526 8.355956 2.823735
S 14.170221 10.589076 2.621820
C 7.548337 9.253087 2.945171
C 11.415373 4.178678 3.558563
C 6.966476 6.919116 3.229913
N 9.233819 7.473190 3.145106

Cartesian forces (eV/Å) of the 6 atoms listed first:
H -0.933 -0.546 0.120
H 0.062 0.476 -0.016
S 0.020 1.200 0.371
C 1.562 0.360 0.036
C -1.957 -1.151 0.997
O -0.485 0.382 -0.409

As for the net charge: -1. The orbital gap comes out at 0.240 Ha. Its spin multiplicity is 1. The HOMO energy is -3.92 eV.

=====

Molecular formula: C31H33ClN2O2Si2W
Method: DFT, ωB97M-V/def2-TZVPD

CARTESIAN COORDINATES (ANGSTROEM)
C -3.349079 -5.734785 0.292801
C -3.336419 -3.049061 -0.484800
W -0.959251 -0.771571 0.060883
C -3.281778 -0.853536 -2.671420
H -2.758699 -0.316409 0.345770
H -5.627588 -6.018979 -2.701637
C -6.310557 -5.344942 -2.184999
C -6.787729 -1.000897 -3.705837
Si -6.861185 -1.266635 -1.878736
H -1.657774 -5.968823 -1.031082
C -3.360147 -1.885264 -3.617624
H 0.891224 1.242186 2.414968
H -3.452783 -2.927949 -3.296173
C -6.944475 -3.084339 -1.590765
C -4.248643 -3.505364 0.479898
C -6.101509 -3.971201 -2.274076
H 2.127079 -0.461992 0.681108
C -3.360906 -1.563543 -4.973715
C 0.965847 -1.617694 -0.827084
N -1.017618 0.582769 1.727112
H -5.935893 1.345582 -6.043848
O 0.439776 3.802442 2.279695
H 2.383571 2.953798 2.219630
H -9.090073 -5.354351 -0.187082
C -7.401748 -5.847335 -1.466221
H 2.107581 4.400307 3.254790
H -3.007719 1.824246 -4.767238
H -1.043269 0.055187 2.610285
H -7.612597 -6.914766 -1.474467
C 1.701444 3.442509 2.931811
H -3.522984 -2.359206 -5.705359
C -0.031549 -1.214421 -1.790815
H 1.571978 2.819552 3.833179
H -8.613121 -2.900859 -0.218459
C -8.232335 -4.972633 -0.753270
H -8.092068 -0.650892 -1.366965
C -3.101433 0.786538 -4.441527
C -3.177848 -0.241364 -5.389170
H -5.854408 0.946768 -3.600057
Si -3.388274 -1.221190 -0.860078
H -4.952726 -2.805847 0.940300
O -1.654829 3.027148 1.941419
C -6.379527 0.434209 -5.631569
Cl -5.394709 -0.249472 -0.513918
H -1.619904 -3.603186 -1.731360
H -3.203263 1.290040 -2.344340
C -6.981103 -0.500509 -6.485920
H -0.397368 -1.828990 -2.591159
H 0.821580 1.714383 -0.359238
H 1.365306 -2.614108 -0.686896
C -2.391382 -5.275031 -0.612151
H -5.058821 -5.213356 1.487909
C -2.378104 -3.934617 -1.015071
H -7.054308 -0.295332 -7.556855
C -0.213588 0.219580 -1.666755
N 0.077368 1.555628 1.866883
C -7.480586 -1.694039 -5.952612
C -0.445604 2.821167 2.053099
C 0.650760 0.674744 -0.603157
H -7.955659 -2.431673 -6.602878
H -3.146338 -0.004409 -6.452799
C -6.313953 0.204120 -4.256699
C -7.371370 -1.944760 -4.579698
C -4.286372 -4.850794 0.820588
H -5.267931 -3.579019 -2.864713
C 1.365791 -0.464615 -0.091617
H -1.860199 1.175957 1.739731
H -7.756607 -2.884308 -4.179747
C -7.981601 -3.597832 -0.782310
H -0.769814 0.863402 -2.328056
H -3.376612 -6.790612 0.576244
C -3.190249 0.487137 -3.087035

Cartesian forces (eV/Å) of the 6 atoms listed first:
C -0.063 -0.005 -0.157
C -0.282 0.705 1.022
W -1.782 0.480 3.647
C -0.569 0.251 0.127
H -0.165 -0.287 0.239
H -0.258 0.087 0.087

The expectation value of S² is 2.01. As for the net charge: +2. The orbital gap (alpha / beta) comes out at 0.257 / 0.229 Ha. Its spin multiplicity is 3. The HOMO energy (alpha / beta) is -13.46 / -13.27 eV.

=====

Molecular formula: CH2N2OS2
Method: DFT, ωB97M-V/def2-TZVPD

CARTESIAN COORDINATES (ANGSTROEM)
O 1.042513 -2.731130 -3.023669
H -0.797862 -2.589538 1.196999
C -1.178008 -1.815729 0.669038
H 1.563076 0.918974 0.140784
N 1.967907 0.160352 -0.354267
S 0.984604 -0.443029 -1.350867
S 1.789540 -2.317483 -1.855590
N -1.275368 -1.138799 -0.249126

Cartesian forces (eV/Å) of the 6 atoms listed first:
O -0.926 -0.847 -1.585
H 0.579 -1.859 2.028
C -0.186 1.194 -2.026
H -0.447 0.984 0.464
N 1.646 -0.362 0.878
S -0.015 -1.054 -1.878

As for the net charge: 0. The orbital gap (alpha / beta) comes out at 0.299 / 0.260 Ha. Its spin multiplicity is 1. The HOMO energy (alpha / beta) is -8.86 / -8.26 eV. The value obtained for the relative energy (zero: lowest compared OMol25 entry of this formula, charge and spin) is 61.2 kcal per mole.